# 1
Entry from the Open Molecules 2025 dataset: a single C3H5BrFN molecule (ωB97M-V with the def2-TZVPD basis set).

Structure (SMILES): C=C[C@H](F)NBr
Frontier orbital gap in eV: 9.813
Highest occupied orbital energy in eV: -9.6
ΔE to the lowest compared entry with this formula, charge and spin in kcal/mol: 18.2

Structure (XYZ):
```
11
C3H5BrFN | the Open Molecules 2025 dataset | ωB97M-V with the def2-TZVPD basis set
C -0.515 1.537 0.637
C -0.733 0.719 -0.353
C 0.236 -0.563 -0.721
F -0.563 -1.513 -1.134
N 0.823 -0.902 0.486
Br 2.311 -2.092 0.486
H -1.335 2.174 0.789
H 0.437 1.515 1.089
H -1.687 0.519 -0.844
H 0.977 -0.270 -1.463
H 0.050 -1.124 1.030
```

=====

# 2
Entry from the Open Molecules 2025 dataset: a molecular structure, C22H48BBrCl3CsFLi2MgN4NaO15P2 (ωB97M-V with the def2-TZVPD basis set).

Frontier orbital gap in eV: 2.630
Highest occupied orbital energy in eV: -5.7

Structure (XYZ):
```
102
C22H48BBrCl3CsFLi2MgN4NaO15P2 | the Open Molecules 2025 dataset | ωB97M-V with the def2-TZVPD basis set
C 4.601 1.918 -0.580
C 4.224 0.534 0.076
C 5.351 -0.182 0.765
N 3.013 0.135 -0.096
C 2.076 -0.058 1.013
C 2.228 -1.524 1.520
C 1.141 -1.967 2.501
N 1.406 -3.379 2.844
C 2.420 0.815 2.237
P 2.275 2.612 1.928
O 3.474 3.393 2.231
O 1.753 2.841 0.413
O 1.055 3.170 2.852
O 0.720 0.229 0.749
C 0.219 0.004 -0.532
C -0.932 1.051 -0.724
C -1.602 1.496 0.574
C -2.664 2.579 0.222
C -2.909 3.435 1.483
C -3.989 4.472 1.158
N -3.952 5.688 1.993
C -0.251 -1.466 -0.758
O -1.245 -1.916 0.148
C -2.547 -1.697 -0.269
O -3.283 -1.417 0.939
C -4.534 -0.817 0.663
C -5.694 -1.590 1.331
C -5.873 -1.099 2.775
O -6.896 -1.394 0.620
C -3.222 -2.949 -0.886
O -3.685 -2.893 -2.042
O -3.255 -3.978 -0.141
B -0.537 -1.869 -2.277
O -0.676 -0.814 -3.306
N -0.634 -3.234 -2.766
C -0.231 -4.221 -1.735
C 0.467 -3.310 -3.813
H 5.358 1.716 -1.373
H 5.097 2.539 0.165
H 3.757 2.389 -1.081
H 5.170 -1.241 0.935
H 5.606 0.369 1.681
H 6.230 -0.075 0.118
H 2.314 -2.230 0.684
H 3.176 -1.625 2.059
H 1.248 -1.403 3.446
H 0.119 -1.789 2.161
H 0.501 -3.769 3.128
H 1.963 -3.366 3.744
H 1.623 0.586 2.953
H 3.349 0.522 2.721
H 1.486 3.769 0.333
H 0.564 2.403 3.178
H 0.892 0.207 -1.376
H -0.417 1.944 -1.107
H -1.635 0.761 -1.504
H -0.905 2.005 1.241
H -2.045 0.681 1.153
H -2.165 3.248 -0.487
H -3.588 2.143 -0.156
H -1.996 3.969 1.779
H -3.179 2.806 2.340
H -3.806 4.797 0.126
H -4.958 3.972 1.232
H -4.022 5.482 2.982
H -4.768 6.248 1.764
H 0.661 -2.039 -0.517
H -2.721 -0.828 -0.915
H -4.586 0.220 1.030
H -4.785 -0.771 -0.404
H -5.472 -2.660 1.348
H -6.756 -1.604 3.183
H -6.070 -0.024 2.811
H -5.016 -1.370 3.398
H -7.209 -0.490 0.725
H -1.677 -0.607 -3.267
H -0.902 -4.252 -0.878
H 0.808 -4.110 -1.401
H -0.287 -5.208 -2.207
H 1.266 -2.628 -3.505
H 0.069 -2.952 -4.775
H 0.916 -4.297 -3.872
Li 4.100 0.279 -2.201
O 7.198 -3.683 -0.430
P 6.572 -3.382 -1.783
O 7.659 -3.614 -2.823
O 6.059 -1.957 -1.873
O 5.409 -4.353 -1.986
Na -3.388 -4.359 1.803
Mg -1.176 0.737 -4.277
Cs -2.639 -1.817 -5.587
O 3.029 -3.008 -2.462
H 3.690 -3.625 -2.084
H 2.754 -2.481 -1.704
Br 4.091 -3.575 3.784
Li -3.261 6.242 -0.371
F -4.809 4.902 -1.800
C 2.816 5.514 -2.099
Cl 2.695 4.070 -3.111
Cl 3.410 6.881 -3.029
Cl 1.248 5.885 -1.366
H 3.521 5.311 -1.301
```

=====

# 3
Entry from the Open Molecules 2025 dataset: 2 unconnected molecules or ions with the total composition C3H6N2O (ωB97M-V with the def2-TZVPD basis set).

Frontier orbital gap in eV: 11.327
Highest occupied orbital energy in eV: -10.8
ΔE to the lowest compared entry with this formula, charge and spin in kcal/mol: 60.3

Structure (XYZ):
```
12
C3H6N2O | the Open Molecules 2025 dataset | ωB97M-V with the def2-TZVPD basis set
N 0.878 0.466 1.040
C -0.233 -0.146 1.096
C -1.003 -0.526 -0.143
O -2.388 -0.359 0.056
C 2.433 0.253 -2.626
N 2.075 0.483 -1.533
H 1.273 0.635 1.964
H 1.727 0.610 -0.572
H -0.709 -0.439 2.040
H -0.622 0.030 -1.008
H -0.847 -1.592 -0.341
H -2.583 0.585 0.027
```

=====

# 4
Entry from the Open Molecules 2025 dataset: a single C10H15NO2 molecule (ωB97M-V with the def2-TZVPD basis set).

Frontier orbital gap (alpha / beta) in eV: 7.717 / 8.727
Highest occupied orbital energy (alpha / beta) in eV: -7.4 / -8.0
ΔE to the lowest compared entry with this formula, charge and spin in kcal/mol: 146.7

Structure (XYZ):
```
28
C10H15NO2 | the Open Molecules 2025 dataset | ωB97M-V with the def2-TZVPD basis set
C 2.805 0.946 0.119
C -1.236 -0.598 -0.330
C -0.156 1.677 -0.870
C 0.548 -2.870 -0.541
C -0.137 -1.592 0.094
C -1.056 0.924 0.192
C 0.915 0.790 -1.413
C 1.321 -1.046 0.004
C 3.764 0.351 1.105
C -2.558 1.314 0.344
N 1.763 0.166 -0.467
O 2.998 2.073 -0.282
O 1.833 -2.193 -0.530
H -1.390 -0.626 -1.341
H -2.111 -1.094 -0.039
H -0.903 2.044 -1.730
H 0.144 2.508 -0.282
H 0.435 -3.700 0.020
H 0.196 -3.048 -1.645
H -0.235 -1.753 1.233
H -0.434 0.788 1.040
H 0.627 0.114 -2.229
H 4.748 0.332 0.711
H 3.436 -0.624 1.311
H 3.860 0.989 1.978
H -2.569 2.316 0.467
H -2.907 0.820 1.136
H -3.007 1.108 -0.617
```

=====

> What is the formula in the fourth record?

C10H15NO2